No. 1
This record from the Open Molecules 2025 dataset describes a molecular structure, C12H19BrF12N9O12P2S in a non-equilibrium geometry. The level of theory is the ωB97M-V functional and the def2-TZVPD basis.

```
68
Properties=species:S:1:pos:R:3:forces:R:3:lowdin_charge:R:1
Br -0.92820 1.95371 -1.18236 -0.42 -0.11 0.19 0.90
S -1.24016 1.82032 2.71946 2.19 2.42 11.16 0.92
P 1.94081 2.23337 -2.06455 0.72 -1.32 -4.54 0.90
P 4.33839 2.62274 2.74681 0.44 -0.41 3.67 1.02
F -5.20917 2.95081 -0.69042 -0.48 3.29 3.97 0.05
F -5.38487 1.57594 1.90089 4.14 2.50 1.15 0.04
F 6.27769 2.61484 0.64471 -5.06 0.19 -1.86 0.01
F 4.87570 4.18308 -0.40292 -0.05 -4.91 0.69 0.01
F -4.11877 4.82738 2.47039 0.46 -3.82 -3.37 0.04
F -3.03539 0.57106 0.89386 0.85 2.32 3.80 -0.01
F 5.02012 1.78854 -1.13602 -0.97 3.61 3.83 0.04
F -4.36615 2.64364 3.78037 0.95 -1.22 -5.16 0.06
F -4.89615 5.27610 -0.26027 -1.40 -4.63 2.30 0.03
F -2.75315 3.91273 0.74475 -3.58 -1.38 2.34 0.00
F -6.57026 4.12567 1.04325 5.05 -1.01 -2.58 0.07
F -3.29724 0.14790 3.19723 1.66 3.84 -3.24 0.03
O -1.22584 -2.92430 -0.43628 0.84 -0.72 -0.94 0.02
O -1.44865 3.22005 3.42325 0.20 -4.74 -4.52 -0.28
O -6.15897 -1.03818 -2.39526 1.07 -0.70 1.39 0.07
O -2.57012 -9.36075 -1.48850 0.99 1.96 0.15 0.08
O -2.16085 -7.20774 -1.71231 0.02 -2.03 0.47 0.02
O 4.60329 -2.44714 -3.90490 -0.34 0.63 1.90 0.07
O -4.58783 -2.18844 -1.36498 -1.30 1.04 -0.16 0.04
O 5.42765 1.28422 3.14481 -1.29 2.32 -0.27 -0.33
O -0.73224 0.89251 3.89535 -1.79 2.50 -6.16 -0.27
O 3.56850 -2.09379 -1.99246 1.12 0.06 -1.03 0.02
O 0.29802 -3.93128 -1.66790 -1.55 0.57 0.72 0.04
O 2.65017 0.64313 -2.46038 -1.81 2.40 2.51 -0.31
N 3.84034 2.51270 0.98922 2.89 -0.18 0.13 -0.10
N -0.86926 -3.69196 -1.33762 0.55 0.27 0.18 -0.42
N 0.42594 2.05850 0.07807 -2.79 -0.40 3.15 -0.54
N -5.57474 -1.44375 -1.38379 0.16 -0.22 -1.15 -0.42
N 1.53804 2.14316 2.10051 -1.33 0.00 -3.83 0.12
N 3.10625 3.48893 -2.68265 -1.30 -0.24 0.95 -0.17
N 4.54710 -2.02270 -2.74491 -0.68 -0.55 -0.84 -0.42
N 1.76952 2.21916 -0.33575 1.06 0.46 5.54 -0.21
N -1.88390 -8.34643 -1.31786 -1.01 -0.76 -0.42 -0.40
C -0.60749 -8.50549 -0.57014 0.21 -0.24 0.16 0.05
C 5.23162 4.32525 3.06314 1.06 0.95 -0.87 -0.27
C -2.91635 1.23493 2.21030 -4.31 -4.70 -0.96 -0.24
C -4.14142 2.31792 2.33011 -2.26 -0.83 2.54 -0.10
C -1.93877 -4.39422 -2.09695 -0.31 0.08 0.00 0.04
C 2.51205 2.31057 0.91560 -5.54 -0.95 -0.24 -0.23
C 4.91135 2.72525 -0.00626 3.25 1.14 -1.36 -0.24
C -6.10382 -0.99766 -0.06672 -0.25 0.17 0.14 0.04
C -5.24480 3.96146 0.39672 -0.68 1.92 -1.98 -0.13
C 0.11459 1.97777 1.52695 9.56 1.07 -5.04 -0.18
C 5.76584 -1.36568 -2.20029 0.33 0.06 -0.09 0.04
C -4.00765 3.68947 1.48169 -0.13 3.86 0.64 -0.10
H -0.66296 -7.86933 0.31555 0.04 0.00 -0.25 0.10
H 6.54385 -1.37365 -2.96662 -0.29 -0.06 0.13 0.10
H -0.49298 -9.55362 -0.28565 -0.15 0.27 -0.14 0.10
H 5.49712 -0.34134 -1.93428 -0.02 -0.31 0.02 0.07
H -2.91038 -4.09046 -1.70156 0.32 0.04 -0.05 0.08
H -1.78678 -5.46730 -1.96424 0.15 0.69 -0.17 0.05
H 5.23180 1.07346 4.10604 0.03 0.31 -1.58 0.07
H 5.23679 4.61018 4.22136 -0.32 -1.14 -2.51 0.08
H 4.63089 5.18492 2.49247 1.22 -2.00 1.18 0.07
H -1.84202 -4.10594 -3.14565 0.10 -0.09 0.18 0.11
H 2.80932 3.70960 -3.67863 0.21 -0.70 1.53 0.07
H 2.03740 0.02230 -1.92759 1.40 0.77 -1.35 0.07
H 0.20328 -8.19488 -1.23227 -0.18 0.09 0.14 0.11
H 6.34201 4.33305 2.69311 -2.10 0.06 0.65 0.06
H -6.96786 -0.35101 -0.23376 0.24 -0.19 -0.08 0.10
H -5.30607 -0.45183 0.44110 -0.13 -0.28 -0.08 0.06
H 2.95579 4.39667 -2.16299 0.31 -1.31 -0.51 0.06
H -6.39252 -1.89028 0.49196 0.19 0.15 -0.07 0.11
H 6.08250 -1.93386 -1.32330 -0.15 0.16 -0.09 0.11
```
Forces are in eV/Å.

Properties
E_HOMO in eV: -12.27
Net charge: +1
LUMO level in eV: -5.755

No. 2
This record from the Open Molecules 2025 dataset describes a gas-phase ion, C12H19BrNO2 (charge +1). The level of theory is the ωB97M-V functional and the def2-TZVPD basis.

```
35
Properties=species:S:1:pos:R:3:forces:R:3:lowdin_charge:R:1
Br 6.08817 -0.22481 -0.34045 -0.33 0.09 0.09 0.76
O -2.55316 2.02629 -0.31820 -0.27 -0.03 -0.04 -0.02
O 0.37598 1.09705 1.14843 0.28 -0.15 0.09 -0.10
N -1.50717 -0.40478 -0.03172 -0.05 0.18 0.42 0.07
C -1.17481 1.92412 -0.61466 0.48 -0.17 0.11 -0.30
C 2.29498 1.46724 -0.33936 -0.35 0.04 0.16 -0.02
C 3.68792 -0.38365 1.20234 0.11 0.05 -0.16 -0.10
C -0.31526 2.22645 0.65303 -0.23 0.40 -0.15 -0.11
C 1.68680 0.86968 0.75521 0.23 -0.21 0.06 -0.26
C 2.38573 -0.05925 1.52146 -0.25 0.18 -0.09 0.00
C -0.99512 0.47818 -1.10108 0.07 0.73 -0.40 -0.06
C -1.65688 -2.59977 1.02052 0.11 0.08 -0.13 -0.03
C 4.29580 0.22255 0.11118 0.23 -0.01 -0.14 -0.68
C -2.71936 -2.18988 -1.22597 0.21 0.11 -0.06 -0.03
C 3.60454 1.14557 -0.65572 0.26 -0.19 0.09 -0.11
C -1.54854 -1.87267 -0.31109 -0.16 -0.60 -0.01 -0.37
H -0.60399 -2.13231 -0.79915 -0.05 0.17 0.06 0.16
H -2.63333 -1.68821 -2.18560 -0.04 0.04 -0.12 0.08
H -3.66084 -1.90570 -0.76111 -0.13 0.03 0.07 0.10
H -0.99558 2.52196 1.45943 0.08 0.00 -0.19 0.15
H -2.82612 2.94704 -0.25721 -0.03 0.00 0.02 0.12
H 4.08278 1.61353 -1.50121 0.05 0.03 -0.07 0.11
H -1.65398 -3.67281 0.85510 -0.01 -0.08 -0.04 0.10
H 0.05104 0.24820 -1.30639 -0.11 -0.09 0.11 0.14
H 4.23250 -1.09714 1.79947 0.05 -0.06 0.06 0.11
H -0.90168 2.60673 -1.42764 -0.01 -0.13 0.05 0.16
H -1.58575 0.33623 -2.00682 0.03 -0.08 0.13 0.14
H -0.81682 -2.36279 1.66943 0.09 0.02 0.11 0.09
H -2.58286 -2.34389 1.53007 -0.13 0.04 0.07 0.10
H 1.77428 2.18543 -0.95404 -0.06 0.09 -0.06 0.11
H 0.37491 3.05329 0.47315 0.00 -0.08 0.03 0.13
H -2.45337 -0.06001 0.19012 0.20 -0.15 0.08 0.18
H -0.90086 -0.20740 0.79120 -0.25 -0.12 -0.28 0.16
H -2.75165 -3.25809 -1.41791 0.02 -0.08 0.00 0.10
H 1.90170 -0.50639 2.37519 -0.06 -0.04 0.13 0.12
```
Forces are in eV/Å.

Properties
E_HOMO in eV: -11.57
Net charge: +1
Energy above the lowest of the compared OMol25 structures with the same formula, charge and spin in kcal per mole: 0.0
LUMO level in eV: -2.442
SMILES string: CC(C)[NH2+]C[C@@H](O)COc1ccc(Br)cc1